Computed, not measured: a structure of composition C33H46AsBF4NP4Pd, with the ωB97M-V functional and the def2-TZVPD basis.

Computed properties:
- energy above the lowest of the compared OMol25 structures with the same formula, charge and spin (kcal per mole) = 0.1
- HOMO level (spin up / spin down) (eV) = -16.2 / -16.5
- total charge = +3
- total energy (hartree) = -5492.52431
- gap between HOMO and LUMO (spin up / spin down) (eV) = 8.59 / 4.96
- spin multiplicity = 5
- ⟨S²⟩ = 6.02

Geometry (Å):
Pd (1.46, -0.53, -0.15)
C (3.76, 2.23, 0.31)
P (2.80, 0.96, 1.15)
C (1.98, 1.79, 2.53)
C (3.98, -0.22, 1.89)
C (3.27, -1.47, 2.45)
P (2.40, -2.43, 1.17)
C (3.64, -3.45, 0.34)
C (1.29, -3.61, 1.96)
H (4.53, 2.62, 0.98)
H (3.11, 3.05, 0.02)
H (4.25, 1.84, -0.58)
H (2.73, 2.38, 3.07)
H (1.52, 1.07, 3.20)
H (1.21, 2.47, 2.15)
H (4.52, 0.29, 2.70)
H (4.72, -0.48, 1.13)
H (2.53, -1.21, 3.21)
H (4.00, -2.14, 2.92)
H (4.08, -4.11, 1.09)
H (4.43, -2.86, -0.11)
H (3.17, -4.07, -0.42)
H (1.83, -4.06, 2.80)
H (1.04, -4.39, 1.24)
H (0.38, -3.13, 2.33)
N (-1.56, 1.24, -0.33)
P (-0.76, 0.02, -1.15)
C (-0.57, 0.70, -2.78)
C (-0.99, -0.04, -3.89)
C (-0.91, 0.53, -5.15)
C (-0.42, 1.83, -5.30)
C (0.01, 2.56, -4.19)
C (-0.05, 2.00, -2.93)
C (-1.72, -1.47, -1.13)
C (-3.12, -1.40, -1.16)
C (-3.85, -2.58, -1.22)
C (-3.19, -3.81, -1.23)
C (-1.80, -3.87, -1.19)
C (-1.06, -2.71, -1.14)
P (-2.04, 1.23, 1.32)
C (-3.69, 0.59, 1.51)
C (-4.76, 1.41, 1.13)
C (-6.05, 0.92, 1.23)
C (-6.26, -0.37, 1.71)
C (-5.20, -1.17, 2.10)
C (-3.90, -0.70, 2.00)
C (-1.91, 2.89, 1.86)
C (-1.13, 3.86, 1.19)
C (-1.06, 5.14, 1.70)
C (-1.73, 5.46, 2.87)
C (-2.48, 4.50, 3.55)
C (-2.57, 3.22, 3.05)
H (-1.84, 2.04, -0.90)
H (-1.40, -1.04, -3.77)
H (-1.25, -0.02, -6.01)
H (-0.38, 2.27, -6.28)
H (0.38, 3.56, -4.32)
H (0.29, 2.56, -2.07)
H (-3.63, -0.45, -1.14)
H (-4.93, -2.54, -1.25)
H (-3.77, -4.72, -1.28)
H (-1.31, -4.83, -1.20)
H (0.02, -2.75, -1.10)
H (-4.59, 2.42, 0.77)
H (-6.88, 1.54, 0.94)
H (-7.28, -0.74, 1.81)
H (-5.38, -2.16, 2.50)
H (-3.07, -1.31, 2.33)
H (-0.60, 3.61, 0.28)
H (-0.48, 5.89, 1.18)
H (-1.67, 6.47, 3.26)
H (-2.99, 4.76, 4.47)
H (-3.14, 2.47, 3.58)
C (4.94, -0.71, -1.94)
As (3.02, -0.88, -2.18)
C (2.80, -2.66, -2.93)
C (2.79, 0.28, -3.72)
H (5.41, -1.17, -2.82)
H (5.30, -1.21, -1.05)
H (5.21, 0.34, -1.91)
H (2.59, -2.55, -4.00)
H (1.98, -3.19, -2.46)
H (3.72, -3.22, -2.81)
H (3.56, 0.00, -4.44)
H (2.92, 1.32, -3.43)
H (1.81, 0.14, -4.15)
F (-1.18, 0.34, 3.46)
B (-0.42, -0.84, 3.31)
F (-1.23, -1.94, 3.20)
F (0.56, -0.93, 4.26)
F (0.29, -0.71, 2.01)

Atom charges from the Mulliken analysis, given in e for atoms 1 to 8: atom 1 (Pd): 0.11, atom 2 (C): -1.08, atom 3 (P): 0.99, atom 4 (C): -0.94, atom 5 (C): -1.08, atom 6 (C): -1.05, atom 7 (P): 0.97, atom 8 (C): -1.32